Record 1
Here is a 3-piece molecular cluster, C21H45FIN4O5PS overall from the OMol25 dataset. Energies are from ωB97M-V/def2-TZVPD.

Cartesian coordinates (Å):
N: 3.54 -2.43 -6.16
C: 2.30 -1.75 -6.61
C: 1.06 -2.31 -5.82
C: 0.11 -1.22 -5.19
N: -1.09 -0.85 -5.99
P: -2.31 -2.12 -6.20
O: -1.97 -2.86 -7.71
I: -1.96 -3.96 -4.58
S: -0.72 0.01 -7.40
O: -0.03 -0.76 -8.45
O: 0.05 1.23 -7.08
F: -2.18 0.45 -8.02
H: 3.99 -2.78 -7.00
H: 4.15 -1.73 -5.74
H: 2.31 -0.63 -6.50
H: 2.15 -1.96 -7.70
H: 1.41 -3.00 -5.00
H: 0.46 -2.95 -6.52
H: 0.73 -0.29 -5.06
H: -0.15 -1.53 -4.15
H: -1.98 -3.83 -7.62
C: 0.08 0.96 -0.41
C: 1.07 -0.20 -0.10
C: 1.86 0.09 1.20
C: 3.00 1.08 1.04
C: 3.91 0.66 -0.11
C: 3.14 0.49 -1.42
N: 1.96 -0.42 -1.28
O: 2.42 -1.66 -1.22
C: 2.70 1.88 -1.92
C: 4.11 0.00 -2.51
C: 0.16 -1.40 0.20
H: 0.31 1.48 -1.35
H: -0.93 0.59 -0.55
H: 0.06 1.71 0.38
H: 2.28 -0.85 1.58
H: 1.17 0.45 1.97
H: 2.62 2.09 0.89
H: 3.59 1.11 1.97
H: 4.71 1.40 -0.23
H: 4.41 -0.28 0.16
H: 2.10 1.81 -2.83
H: 3.57 2.50 -2.16
H: 2.13 2.45 -1.18
H: 4.61 -0.93 -2.24
H: 4.90 0.73 -2.69
H: 3.59 -0.16 -3.46
H: -0.39 -1.71 -0.69
H: -0.57 -1.13 0.97
H: 0.71 -2.26 0.58
C: -1.86 -0.84 6.38
C: -1.36 0.40 5.58
C: -1.55 1.70 6.40
C: -2.97 2.23 6.42
C: -3.51 2.36 5.00
C: -3.43 1.03 4.23
N: -2.05 0.44 4.26
O: -1.30 1.15 3.43
C: -4.46 0.05 4.83
C: -3.92 1.26 2.79
C: 0.16 0.18 5.46
H: -2.70 -1.35 5.91
H: -1.09 -1.61 6.45
H: -2.15 -0.58 7.39
H: -0.90 2.48 5.99
H: -1.21 1.54 7.43
H: -3.62 1.59 7.03
H: -2.98 3.22 6.90
H: -4.55 2.70 5.04
H: -2.95 3.14 4.47
H: -4.39 -0.93 4.34
H: -5.47 0.42 4.67
H: -4.35 -0.10 5.90
H: -3.36 2.04 2.27
H: -4.97 1.57 2.79
H: -3.85 0.34 2.20
H: 0.39 -0.68 4.83
H: 0.60 0.01 6.44
H: 0.68 1.05 5.03

As for the highest occupied orbital energy (alpha / beta): -6.396 / -8.717 eV. For the energy above the lowest of the compared OMol25 structures with the same formula, charge and spin, the calculation gives 118.1 kcal/mol. Its multiplicity is 3. For the largest force on an atom, the calculation gives 5.3 eV/A. For the calculated total energy, the calculation gives -69639.438 eV. Its gap between HOMO and LUMO (alpha / beta) is 6.50 / 5.31 eV. For the lowest unoccupied orbital energy (alpha / beta), the calculation gives 0.1032 / -3.4114 eV.

Record 2
Here is a single C28H28N4O6 molecule from the OMol25 dataset. Energies are from ωB97M-V/def2-TZVPD.

Cartesian coordinates (Å):
C: -1.14 -2.71 4.52
N: -1.05 -1.61 3.56
C: -1.47 -0.37 3.87
O: -2.04 -0.01 4.91
C: -1.12 0.54 2.66
C: -0.22 1.70 3.09
C: -0.90 2.68 4.04
C: -0.29 3.00 5.27
C: -0.98 3.81 6.18
C: -2.22 4.33 5.86
C: -2.80 4.07 4.61
C: -2.11 3.26 3.69
N: -0.52 -0.39 1.68
C: -0.27 0.03 0.40
C: 0.37 -0.69 -0.56
C: 0.33 -0.50 -2.07
O: 0.79 0.77 -2.31
C: 0.39 1.38 -3.49
C: 0.69 2.75 -3.77
C: 0.30 3.34 -4.99
C: -0.39 2.61 -5.96
N: -0.74 3.29 -7.21
O: -1.34 2.67 -8.13
O: -0.38 4.49 -7.36
C: -0.70 1.26 -5.71
C: -0.33 0.68 -4.49
C: 1.34 -1.56 -2.74
C: 2.04 -1.17 -3.89
C: 2.75 -2.09 -4.67
C: 2.95 -3.37 -4.22
C: 2.48 -3.72 -2.92
N: 2.68 -5.02 -2.40
O: 3.25 -5.87 -3.10
O: 2.25 -5.26 -1.24
C: 1.67 -2.81 -2.18
C: -0.34 -1.74 2.27
C: 1.13 -2.06 2.57
C: -1.02 -2.84 1.46
H: -1.64 -2.36 5.44
H: -1.69 -3.54 4.07
H: -0.13 -3.07 4.75
H: -2.07 0.93 2.23
H: 0.68 1.28 3.56
H: 0.09 2.23 2.17
H: 0.69 2.58 5.50
H: -0.52 4.01 7.15
H: -2.76 4.95 6.58
H: -3.77 4.47 4.34
H: -2.53 3.05 2.70
H: -0.50 1.09 0.23
H: 1.19 -1.35 -0.26
H: -0.68 -0.60 -2.54
H: 1.20 3.39 -3.06
H: 0.43 4.39 -5.22
H: -1.32 0.83 -6.48
H: -0.59 -0.36 -4.35
H: 2.06 -0.11 -4.14
H: 3.17 -1.75 -5.63
H: 3.44 -4.14 -4.79
H: 1.35 -3.12 -1.20
H: 1.54 -1.30 3.25
H: 1.21 -3.06 3.03
H: 1.71 -2.04 1.63
H: -2.10 -2.64 1.44
H: -0.64 -2.82 0.44
H: -0.82 -3.82 1.92

As for the highest occupied orbital energy: -8.304 eV. For the energy above the lowest of the compared OMol25 structures with the same formula, charge and spin, the calculation gives 177.2 kcal/mol. Its structure (SMILES) is CN1C(=O)[C@@H](Cc2ccccc2)N(/C=C/[C@@H](Oc2ccc([N+](=O)[O-])cc2)c2cccc([N+](=O)[O-])c2)C1(C)C. For the largest force on an atom, the calculation gives 4.0 eV/A. For the calculated total energy, the calculation gives -47728.618 eV. Its gap between HOMO and LUMO is 7.13 eV. For the lowest unoccupied orbital energy, the calculation gives -1.1725 eV.

Record 3
Here is C4H5NO as an isolated structure from the OMol25 dataset. Energies are from ωB97M-V/def2-TZVPD.

Cartesian coordinates (Å):
C: 1.26 0.97 0.59
C: 0.04 0.22 0.17
C: -0.17 -0.46 -0.99
N: -1.66 -0.69 -1.38
C: -1.66 -1.03 -0.20
O: -1.00 0.16 0.96
H: 1.61 0.63 1.57
H: 2.06 0.86 -0.15
H: 1.01 2.03 0.67
H: 0.53 -0.88 -1.71
H: -2.04 -1.79 0.47

As for the highest occupied orbital energy: -8.207 eV. For the energy above the lowest of the compared OMol25 structures with the same formula, charge and spin, the calculation gives 95.3 kcal/mol. For the largest force on an atom, the calculation gives 0.8 eV/A. For the calculated total energy, the calculation gives -7762.393 eV. Its gap between HOMO and LUMO is 8.88 eV. For the lowest unoccupied orbital energy, the calculation gives 0.6746 eV.

Record 4
Here is a 7-piece molecular cluster, C28H58NO9PS overall from the OMol25 dataset. Energies are from ωB97M-V/def2-TZVPD.

Cartesian coordinates (Å):
C: 10.29 0.18 0.97
O: 9.94 1.46 1.39
C: 8.54 1.65 1.53
C: 8.20 3.10 1.20
C: 7.24 3.73 2.19
C: 5.80 3.18 2.07
C: 4.78 4.30 1.91
C: 3.42 3.83 1.38
C: 3.49 3.09 0.04
C: 2.92 1.67 0.05
N: 1.61 1.57 0.69
C: 1.58 1.09 1.97
O: 2.23 0.16 2.42
O: 0.64 1.77 2.79
P: -0.92 1.40 2.46
S: -2.00 1.06 4.02
H: 10.06 -0.58 1.73
H: 9.77 -0.10 0.05
H: 11.35 0.15 0.78
H: 8.22 1.38 2.53
H: 8.05 0.99 0.81
H: 7.73 3.12 0.22
H: 9.12 3.66 1.14
H: 7.23 4.80 2.02
H: 7.61 3.59 3.20
H: 5.58 2.63 2.98
H: 5.75 2.46 1.26
H: 4.62 4.73 2.89
H: 5.16 5.07 1.25
H: 2.91 3.27 2.16
H: 2.83 4.73 1.22
H: 4.52 3.01 -0.28
H: 2.97 3.65 -0.72
H: 3.60 0.97 0.50
H: 2.81 1.35 -0.98
H: 1.04 2.39 0.55
H: -1.39 2.48 1.70
H: -0.84 0.31 1.59
C: -0.34 -0.67 -1.43
C: -1.09 0.53 -1.97
C: -2.41 0.25 -2.63
O: -0.64 1.65 -1.86
H: 0.59 -0.34 -0.97
H: -0.95 -1.18 -0.68
H: -0.12 -1.36 -2.24
H: -3.09 -0.21 -1.91
H: -2.27 -0.42 -3.47
H: -2.85 1.18 -2.97
C: -6.97 -2.17 -2.30
C: -6.35 -0.83 -2.02
C: -7.18 0.39 -2.32
O: -5.23 -0.73 -1.57
H: -6.27 -2.96 -2.05
H: -7.88 -2.29 -1.71
H: -7.22 -2.23 -3.36
H: -8.10 0.37 -1.74
H: -7.44 0.40 -3.38
H: -6.62 1.29 -2.08
C: 0.16 1.38 7.13
C: 0.17 2.09 8.46
C: -0.98 1.80 9.39
O: 1.05 2.85 8.76
H: 1.03 1.67 6.55
H: 0.17 0.30 7.28
H: -0.74 1.64 6.57
H: -1.01 0.73 9.63
H: -1.92 2.08 8.92
H: -0.85 2.37 10.31
C: 2.27 -4.24 -4.31
C: 0.80 -4.15 -3.98
C: 0.07 -5.45 -3.73
O: 0.22 -3.09 -3.92
H: 2.66 -3.24 -4.47
H: 2.80 -4.72 -3.49
H: 2.41 -4.83 -5.21
H: 0.53 -5.98 -2.89
H: 0.13 -6.09 -4.61
H: -0.97 -5.25 -3.50
C: -3.07 -3.51 2.64
C: -4.23 -3.66 1.68
C: -4.79 -2.39 1.09
O: -4.67 -4.74 1.39
H: -2.76 -4.49 2.99
H: -2.23 -3.02 2.15
H: -3.37 -2.90 3.50
H: -4.02 -1.86 0.53
H: -5.16 -1.74 1.89
H: -5.60 -2.63 0.42
C: -7.75 -2.85 -6.89
C: -7.16 -1.49 -6.64
C: -6.75 -0.69 -7.85
O: -7.01 -1.06 -5.52
H: -8.00 -3.32 -5.94
H: -8.65 -2.76 -7.49
H: -7.03 -3.48 -7.42
H: -7.61 -0.51 -8.49
H: -5.99 -1.23 -8.42
H: -6.34 0.27 -7.53

As for the highest occupied orbital energy: -9.116 eV. Its structure (SMILES) is COCCCCCCCCNC(=O)O[PH2]=S.CC(C)=O.CC(C)=O.CC(C)=O.CC(C)=O.CC(C)=O.CC(C)=O. For the largest force on an atom, the calculation gives 2.6 eV/A. For the calculated total energy, the calculation gives -70018.463 eV. Its gap between HOMO and LUMO is 9.58 eV. For the lowest unoccupied orbital energy, the calculation gives 0.4592 eV.

Record 5
Here is a 2-piece molecular cluster, CH2F2O3S overall from the OMol25 dataset. Energies are from ωB97M-V/def2-TZVPD.

Cartesian coordinates (Å):
C: 0.06 0.14 -0.09
O: -2.22 1.46 -0.63
O: -1.63 0.84 1.72
O: -2.09 -0.86 0.12
F: -2.39 1.93 2.10
F: -3.48 -1.69 0.66
S: -1.59 0.50 0.12
H: 0.41 -0.37 0.79
H: 0.45 -0.40 -0.89

As for the highest occupied orbital energy (alpha / beta): -11.524 / -11.117 eV. For the energy above the lowest of the compared OMol25 structures with the same formula, charge and spin, the calculation gives 125.8 kcal/mol. For the largest force on an atom, the calculation gives 4.0 eV/A. For the calculated total energy, the calculation gives -23471.392 eV. Its gap between HOMO and LUMO (alpha / beta) is 9.26 / 10.03 eV. For the lowest unoccupied orbital energy (alpha / beta), the calculation gives -2.2589 / -1.0876 eV.

Record 6
Here is C4H6CaClN2O7 as an isolated structure from the OMol25 dataset. Energies are from ωB97M-V/def2-TZVPD.

Cartesian coordinates (Å):
Ca: 0.16 -0.93 -0.40
N: -1.23 0.94 -1.49
C: -0.57 2.11 -0.85
C: -0.55 1.84 0.67
O: -1.38 2.45 1.36
N: 0.32 0.90 1.02
C: 0.12 0.33 2.34
C: -0.69 -1.00 2.39
O: -0.75 -1.56 3.47
O: -1.24 -1.40 1.28
H: -1.36 1.11 -2.48
H: -2.15 0.84 -1.08
H: -1.12 3.04 -1.00
H: 0.44 2.20 -1.25
H: -0.41 1.01 3.01
H: 1.09 0.11 2.82
O: 2.79 -3.24 -2.72
Cl: 1.89 -2.43 -1.99
O: 2.29 -2.28 -0.60
O: 1.79 -1.09 -2.53
O: 0.55 -2.97 -1.97

As for the highest occupied orbital energy: -4.969 eV. For the largest force on an atom, the calculation gives 0.6 eV/A. For the calculated total energy, the calculation gives -52518.085 eV. Its gap between HOMO and LUMO is 7.68 eV. For the lowest unoccupied orbital energy, the calculation gives 2.7064 eV. As for the net charge: -1.